1.
Computed, not measured: one molecule with the formula C4H5NO, with wB97M-V/def2-TZVPD.

Positions of all 11 atoms, in Å:
H  -2.241  1.427  0.472
C  0.428  -0.359  -0.152
C  3.014  0.224  0.108
C  1.838  -0.005  -0.001
H  -3.203  -0.556  -0.140
H  4.058  0.427  0.206
H  0.171  -1.219  0.475
O  -0.381  0.760  0.222
H  0.202  -0.638  -1.187
C  -1.699  0.526  0.173
N  -2.188  -0.589  -0.174

As for the structure (SMILES): [H]/N=C/OCC#C. As for the lowest unoccupied orbital energy: 1.0 eV. The calculation puts the highest occupied orbital energy at -0.3754 Eh. For the energy relative to the best compared isomer or geometry (same formula, charge and spin), the calculation gives 234.71 kJ/mol. For the total energy, the calculation gives -7764.09385 eV.

Here are the Mulliken charges for atoms 1 to 8, given in e: atom 1 (H): 0.365, atom 2 (C): -0.652, atom 3 (C): 0.358, atom 4 (C): -0.527, atom 5 (H): 0.226, atom 6 (H): 0.412, atom 7 (H): 0.305, atom 8 (O): -0.301

=====

2.
Computed, not measured: one molecule with the formula C5H7NOS3, with wB97M-V/def2-TZVPD.

Positions of all 17 atoms, in Å:
C  -0.717  -0.972  0.422
H  0.480  1.184  -2.854
H  2.363  -0.109  1.126
O  -1.558  -1.828  0.192
C  1.505  0.552  1.342
C  -0.537  0.826  -2.984
H  0.252  -2.147  3.588
N  0.098  -1.114  1.534
S  0.653  1.394  0.037
C  -0.314  0.053  -0.642
S  -0.518  -1.127  3.129
H  0.436  1.666  2.893
C  -0.659  -0.219  -1.893
H  -1.252  1.631  -2.660
H  -0.603  0.428  -4.000
H  -1.136  -1.171  -2.239
S  1.507  0.954  3.010

As for the lowest unoccupied orbital energy (spin up / spin down): -0.3 / -0.3 eV. The calculation puts the highest occupied orbital energy (spin up / spin down) at -0.3076 / -0.3076 Eh. For the energy relative to the best compared isomer or geometry (same formula, charge and spin), the calculation gives 151.07 kJ/mol. For the total energy, the calculation gives -41338.22811 eV.

Here are the Mulliken charges for atoms 1 to 8, given in e: atom 1 (C): 0.359, atom 2 (H): 0.297, atom 3 (H): 0.344, atom 4 (O): -0.576, atom 5 (C): -0.173, atom 6 (C): -1.076, atom 7 (H): 0.163, atom 8 (N): -0.255

=====

3.
Computed, not measured: C50H100N10 as an isolated structure, with wB97M-V/def2-TZVPD.

Positions of all 160 atoms, in Å:
C  4.310  13.620  9.326
N  0.249  21.053  7.222
H  -3.723  15.741  9.040
H  3.355  15.024  7.199
H  6.464  11.364  6.011
H  0.132  23.058  7.777
N  -2.395  17.256  8.266
H  3.838  15.057  11.554
C  3.577  16.013  9.098
C  5.017  12.945  5.964
H  0.859  21.008  2.498
H  3.559  18.533  9.709
H  4.239  12.407  6.506
H  2.730  19.768  6.884
H  -1.797  19.501  1.763
H  -2.449  19.583  3.347
H  6.170  18.172  8.320
H  5.993  16.506  12.172
H  -3.588  17.069  5.602
C  2.102  20.443  6.322
C  3.598  16.026  7.551
C  8.246  20.085  8.129
C  -1.634  16.892  10.578
H  5.112  19.043  11.792
N  4.630  15.037  9.583
H  0.686  17.644  3.619
C  2.309  12.797  4.486
H  2.621  15.779  9.567
C  5.348  12.652  9.803
H  -0.804  17.090  11.256
C  4.711  17.887  4.470
N  5.368  17.141  5.399
C  1.007  22.246  5.647
C  4.746  15.292  10.999
C  4.179  18.397  8.822
H  -2.184  22.261  9.082
H  -2.484  17.420  11.011
H  -0.601  17.504  2.412
H  3.643  16.408  4.254
C  -0.308  17.992  3.341
H  7.778  20.867  10.106
C  0.775  19.928  2.379
H  3.786  17.040  9.395
H  6.625  19.859  12.043
C  -1.248  17.298  9.144
H  3.882  19.938  4.541
H  7.914  21.036  7.711
H  9.331  20.056  8.219
H  4.508  16.378  7.064
H  -2.295  17.421  4.090
H  4.269  13.496  8.244
H  6.854  12.408  4.732
H  0.500  19.732  1.343
C  5.369  17.815  6.571
H  5.543  14.604  11.283
H  -1.681  21.824  3.732
C  0.614  17.806  9.974
H  3.060  14.621  6.740
H  -0.216  20.973  4.149
C  5.307  16.667  11.341
H  2.661  18.374  8.768
C  2.156  18.168  7.836
N  -0.326  19.450  3.221
H  3.342  13.384  9.768
H  -0.025  17.975  8.103
H  6.276  12.697  9.233
N  2.930  18.004  6.693
H  3.896  19.111  8.049
H  2.616  22.423  7.124
C  1.843  17.156  10.207
H  -2.326  19.685  8.602
H  7.808  19.274  7.548
H  5.607  13.422  6.747
H  3.932  18.132  6.658
H  4.562  15.322  6.687
C  -1.247  17.412  4.392
H  5.706  12.612  10.832
C  7.552  19.983  9.509
H  3.879  17.458  8.356
C  0.744  17.757  6.051
C  4.399  19.119  5.019
H  -0.541  16.527  8.837
N  6.083  19.942  9.347
C  -1.608  19.929  2.747
N  0.171  18.331  11.203
N  4.376  13.943  5.137
C  2.142  19.356  2.559
C  4.750  19.038  6.393
C  1.155  18.059  12.116
H  5.891  17.273  7.345
C  -2.032  17.887  6.966
H  5.934  17.888  10.040
H  1.668  12.582  3.632
C  3.784  14.976  6.007
H  2.310  18.337  2.212
C  5.993  12.000  5.261
H  5.764  16.227  5.231
C  -0.504  19.899  7.459
H  2.486  19.418  3.592
H  0.982  21.237  6.552
C  0.528  21.148  4.912
H  -1.921  15.050  6.782
H  -2.666  18.200  4.820
C  2.205  17.319  11.543
C  -3.192  16.022  8.130
C  -3.034  17.981  5.822
H  4.533  19.862  7.057
H  1.161  19.105  4.932
N  1.255  20.036  5.314
H  -1.149  17.364  6.598
H  -0.168  18.978  7.006
H  5.713  21.719  10.582
H  -0.703  18.820  11.342
H  -0.970  16.402  4.693
C  0.817  17.941  7.427
H  3.330  14.243  3.333
C  3.638  13.407  3.961
H  5.076  11.620  9.582
C  -1.480  21.648  8.539
H  4.649  17.529  3.453
H  -0.068  17.785  9.136
H  5.813  17.099  10.477
H  -1.081  17.945  5.328
H  2.463  16.603  9.517
C  2.035  21.785  6.474
H  -2.750  21.631  2.347
H  1.746  13.342  5.245
H  2.440  11.815  4.940
H  5.474  11.342  4.564
H  2.797  16.717  7.287
H  -1.644  14.499  8.507
C  -0.353  22.102  7.906
C  5.572  20.031  11.818
H  2.829  20.004  2.013
H  -0.144  17.481  5.502
H  -2.867  13.878  7.470
H  -3.753  18.780  6.004
H  3.131  16.959  11.967
H  4.508  17.384  11.530
H  -1.792  18.925  7.196
H  -0.883  18.324  9.090
H  5.145  20.590  12.651
C  3.144  16.130  5.183
H  -1.912  15.841  10.659
C  5.365  20.695  10.446
H  4.208  12.778  3.278
H  7.980  19.224  10.164
H  4.304  20.854  10.254
H  2.559  17.740  4.615
C  -1.516  20.310  8.255
H  3.078  17.064  5.740
C  2.078  17.796  5.581
H  1.018  18.483  13.100
H  2.130  15.917  4.846
H  -4.031  16.147  7.445
H  -1.073  21.838  2.022
C  -2.364  14.804  7.747
C  -1.762  21.387  2.736
C  5.663  18.543  9.211
H  0.678  23.274  5.611

As for the lowest unoccupied orbital energy: 0.4 eV. The calculation puts the highest occupied orbital energy at -0.2357 Eh. For the energy relative to the best compared isomer or geometry (same formula, charge and spin), the calculation gives 6142.26 kJ/mol. For the total energy, the calculation gives -68304.38183 eV.

Here are the Mulliken charges for atoms 1 to 8, given in e: atom 1 (C): 0.656, atom 2 (N): 0.484, atom 3 (H): 0.481, atom 4 (H): -1.047, atom 5 (H): 0.462, atom 6 (H): 0.474, atom 7 (N): 0.385, atom 8 (H): 0.112

=====

4.
Computed, not measured: C16H34O3P2PtS as an isolated structure, with wB97M-V/def2-TZVPD.

Positions of all 57 atoms, in Å:
C  1.538  -1.485  -3.477
H  -0.106  -5.043  0.755
H  1.133  1.591  -2.431
H  -1.344  -0.103  5.510
H  2.069  0.479  -4.079
C  1.126  -0.041  -3.854
H  -1.373  -2.707  -1.822
C  -0.441  -4.316  0.009
H  0.953  -1.364  1.945
H  -0.049  4.204  3.983
C  -0.822  -1.948  -2.409
H  -2.005  4.220  1.304
H  0.170  0.395  4.681
H  -0.288  -4.700  -1.009
H  2.287  -4.225  1.178
H  0.504  0.010  -4.764
H  1.019  -3.017  -2.001
C  0.611  -2.111  -2.488
C  0.164  -2.094  1.763
H  1.586  4.001  3.232
H  -2.602  -1.807  -3.519
H  0.509  1.656  -0.639
H  -1.173  1.727  -1.801
C  -1.666  -1.242  -3.486
H  3.002  -2.670  0.522
H  2.267  2.554  1.661
O  -2.171  2.873  4.030
H  0.438  5.186  2.532
O  -2.628  0.496  3.119
H  -2.266  0.800  -4.010
C  -1.413  3.440  0.818
H  0.050  -2.712  2.653
Pt  0.126  -0.701  -1.128
H  -0.818  -1.657  1.529
H  2.213  1.054  -0.346
H  -0.619  1.503  5.861
H  -2.079  2.598  0.602
C  0.520  4.221  3.052
H  2.525  -1.443  -2.964
H  -1.491  -4.039  0.146
H  -1.001  3.829  -0.126
P  -0.117  3.024  1.949
C  1.354  2.599  1.025
C  0.529  0.702  -2.667
O  -0.522  1.652  2.640
H  -2.906  0.215  -2.477
H  -1.208  -1.317  -4.483
C  -0.793  0.749  5.081
S  -1.806  1.493  3.743
C  2.287  -3.489  0.350
H  2.547  -3.998  -0.592
H  1.683  -2.097  -4.384
P  0.615  -2.854  0.206
C  -0.873  0.795  -2.289
C  -2.006  0.210  -3.109
C  1.275  1.426  0.106
H  1.486  3.478  0.370

As for the lowest unoccupied orbital energy (spin up / spin down): -0.1 / -0.1 eV. The calculation puts the highest occupied orbital energy (spin up / spin down) at -0.1269 / -0.2001 Eh. For the energy relative to the best compared isomer or geometry (same formula, charge and spin), the calculation gives 334.15 kJ/mol. The expectation value of S² is 2.01. Its spin multiplicity is 3. For the total energy, the calculation gives -55937.50765 eV.

Here are the Mulliken charges for atoms 1 to 8, given in e: atom 1 (C): -0.793, atom 2 (H): 0.479, atom 3 (H): 0.513, atom 4 (H): 0.404, atom 5 (H): 0.409, atom 6 (C): -1.142, atom 7 (H): 0.183, atom 8 (C): -1.465

=====

5.
Computed, not measured: CH3I2O2P as an isolated structure, with wB97M-V/def2-TZVPD.

Positions of all 9 atoms, in Å:
I  -3.012  -2.235  -0.070
P  -1.802  -0.080  0.795
H  0.211  0.689  0.765
I  -4.456  1.636  -0.094
H  0.435  -0.648  -0.487
O  -2.489  1.093  0.033
C  -0.156  0.186  -0.157
O  -1.995  -0.047  2.218
H  -0.426  0.921  -0.986

As for the lowest unoccupied orbital energy: -1.9 eV. The calculation puts the highest occupied orbital energy at -0.3510 Eh. For the energy relative to the best compared isomer or geometry (same formula, charge and spin), the calculation gives 136.03 kJ/mol. For the total energy, the calculation gives -30671.08391 eV.

Here are the Mulliken charges for atoms 1 to 8, given in e: atom 1 (I): -0.143, atom 2 (P): 0.702, atom 3 (H): 0.269, atom 4 (I): 0.374, atom 5 (H): 0.370, atom 6 (O): -0.510, atom 7 (C): -0.747, atom 8 (O): -0.555

=====

6.
Computed, not measured: one molecule with the formula C3H6OS2, with wB97M-V/def2-TZVPD.

Positions of all 12 atoms, in Å:
H  -1.730  1.343  0.965
H  2.911  -1.118  -0.493
H  0.133  1.501  1.115
O  1.515  0.739  -1.496
H  -0.719  0.113  1.675
H  -0.796  0.839  -1.288
S  -1.575  -1.258  -0.784
H  -1.267  -1.772  0.444
C  -0.509  0.158  -0.466
C  -0.785  0.809  0.895
S  1.833  -1.293  0.168
C  0.990  -0.060  -0.735

As for the structure (SMILES): C[C@H](S)C(=O)S. As for the lowest unoccupied orbital energy: 0.6 eV. The calculation puts the highest occupied orbital energy at -0.3419 Eh. For the energy relative to the best compared isomer or geometry (same formula, charge and spin), the calculation gives 62.95 kJ/mol. For the total energy, the calculation gives -26925.79041 eV.

Here are the Mulliken charges for atoms 1 to 8, given in e: atom 1 (H): 0.313, atom 2 (H): 0.143, atom 3 (H): 0.291, atom 4 (O): -0.508, atom 5 (H): 0.417, atom 6 (H): 0.258, atom 7 (S): -0.135, atom 8 (H): 0.117